# 1
{
  "formula": "C4BO8Tl",
  "method": "ωB97M-V/def2-TZVPD",
  "charge": 2,
  "homo_lumo_gap_ev": 2.82,
  "relative_energy_kcal_mol": 57.6,
  "species": ["O", "B", "O", "C", "O", "Tl", "O", "O", "C", "O", "C", "O", "C", "O"],
  "coordinates": [[-0.584, -0.883, 1.601], [0.125, -0.594, 0.436], [-0.642, 0.557, -0.180], [-1.505, 0.959, 0.618], [0.311, -1.827, -0.453], [-2.336, 5.771, -3.749], [-2.289, 1.891, 0.340], [3.510, -0.428, -0.462], [2.321, -0.797, -0.253], [-2.418, -0.093, 2.609], [-1.543, -0.035, 1.756], [1.509, -0.264, 0.725], [1.546, -1.788, -1.020], [1.994, -2.470, -1.968]]
}

# 2
{
  "formula": "C4Br6",
  "method": "ωB97M-V/def2-TZVPD",
  "charge": 0,
  "homo_lumo_gap_ev": 9.13,
  "species": ["C", "Br", "Br", "Br", "Br", "C", "C", "C", "Br", "Br"],
  "coordinates": [[0.871, -1.017, -0.266], [2.273, 1.290, 0.711], [-0.096, -2.116, -1.378], [-0.911, -0.554, 2.103], [-0.905, 1.821, -2.003], [-0.342, 0.850, -0.416], [-1.224, 0.377, 0.485], [1.011, 0.307, -0.282], [-2.925, 1.008, 0.338], [2.247, -1.966, 0.707]]
}

# 3
{
  "formula": "C4BrN3",
  "method": "ωB97M-V/def2-TZVPD",
  "charge": 0,
  "homo_lumo_gap_ev": 5.85,
  "relative_energy_kcal_mol": 85.3,
  "species": ["C", "Br", "C", "N", "C", "N", "N", "C"],
  "coordinates": [[-1.112, -1.126, 0.444], [1.673, -1.411, -0.240], [0.534, 0.581, 1.387], [-1.952, -1.870, 0.135], [0.207, -0.432, 0.476], [-0.029, 1.736, -2.725], [0.969, 1.180, 2.243], [-0.289, 1.342, -1.719]]
}

# 4
{
  "formula": "C4ClN3S2",
  "method": "ωB97M-V/def2-TZVPD",
  "charge": 0,
  "homo_lumo_gap_ev": 8.02,
  "relative_energy_kcal_mol": 0.0,
  "species": ["Cl", "N", "N", "N", "S", "C", "C", "C", "S", "C"],
  "coordinates": [[2.303, 1.470, 1.354], [-2.000, 1.219, 2.059], [-1.538, -2.839, -0.079], [1.550, 0.741, -1.646], [1.011, 1.600, -0.448], [-0.114, -0.776, -0.538], [-0.171, 0.429, 0.078], [-0.903, -1.907, -0.276], [1.124, -0.837, -1.758], [-1.262, 0.900, 1.255]]
}

# 5
{
  "formula": "C4H10",
  "method": "ωB97M-V/def2-TZVPD",
  "charge": 0,
  "homo_lumo_gap_ev": 7.33,
  "relative_energy_kcal_mol": 144.4,
  "species": ["C", "H", "H", "H", "H", "C", "H", "H", "H", "C", "H", "H", "C", "H"],
  "coordinates": [[0.844, -0.047, -0.691], [-1.953, 0.247, -0.235], [-1.285, 0.365, 1.302], [0.928, 0.351, -1.800], [-2.852, 1.204, 0.960], [-2.214, 0.291, 0.777], [-2.640, -0.732, 1.164], [0.041, -1.870, -1.189], [2.439, -0.837, 0.234], [1.603, 0.866, 0.102], [2.075, 1.693, -0.541], [1.240, 1.276, 1.045], [0.096, -1.159, -0.444], [0.033, -1.405, 0.598]]
}

# 6
{
  "formula": "C4H10",
  "method": "ωB97M-V/def2-TZVPD",
  "charge": 0,
  "homo_lumo_gap_ev": 12.56,
  "relative_energy_kcal_mol": 0.8,
  "smiles": "CC(C)C",
  "species": ["H", "C", "H", "H", "H", "H", "C", "C", "H", "C", "H", "H", "H", "H"],
  "coordinates": [[-0.534, 1.389, -1.179], [1.426, -0.360, 0.034], [-1.133, -0.872, -1.223], [1.707, -1.344, 0.429], [1.565, -0.387, -1.054], [-1.993, -0.935, 0.320], [-0.405, 1.386, -0.092], [-1.005, -1.031, -0.147], [0.352, 2.129, 0.185], [-0.014, -0.004, 0.406], [2.131, 0.374, 0.443], [-1.353, 1.703, 0.359], [-0.080, 0.014, 1.501], [-0.665, -2.063, 0.017]]
}

# 7
{
  "formula": "C4H10B2",
  "method": "ωB97M-V/def2-TZVPD",
  "charge": 0,
  "homo_lumo_gap_ev": 9.32,
  "relative_energy_kcal_mol": 26.0,
  "species": ["H", "H", "C", "H", "H", "H", "H", "H", "B", "H", "B", "C", "C", "H", "C", "H"],
  "coordinates": [[-2.720, -2.983, -0.065], [-0.190, 3.021, 0.335], [0.910, 2.984, -0.058], [1.193, 3.761, -0.661], [1.546, 3.041, 0.809], [-2.458, -1.315, 0.622], [-0.158, 0.591, 0.876], [2.190, 1.475, -1.223], [1.315, 1.518, -0.435], [0.064, -3.459, -0.589], [-0.477, -2.432, -0.059], [-1.943, -2.304, 0.436], [0.525, 0.401, 0.143], [1.333, -0.893, -1.308], [0.685, -0.818, -0.361], [-1.814, -2.587, 1.538]]
}

# 8
{
  "formula": "C4H10ClN",
  "method": "ωB97M-V/def2-TZVPD",
  "charge": 0,
  "homo_lumo_gap_ev": 10.34,
  "relative_energy_kcal_mol": 12.6,
  "smiles": "C[C@H](CN)CCl",
  "species": ["C", "C", "H", "H", "H", "H", "C", "H", "C", "H", "H", "Cl", "H", "N", "H", "H"],
  "coordinates": [[0.229, -0.673, 0.072], [0.888, 0.361, 1.022], [2.656, 0.599, 1.895], [2.860, 0.678, 0.246], [0.432, 0.221, 2.002], [1.415, -2.496, 0.571], [-1.214, -0.222, -0.125], [-0.250, -2.722, -0.239], [0.361, -2.119, 0.453], [-1.879, -0.975, -0.491], [0.736, -0.437, -0.866], [-1.342, 1.201, -1.285], [0.638, 1.401, 0.667], [2.319, 0.190, 1.043], [-1.544, 0.167, 0.834], [-0.074, -2.263, 1.394]]
}

# 9
{
  "formula": "C4H10ClN",
  "method": "ωB97M-V/def2-TZVPD",
  "charge": 0,
  "homo_lumo_gap_ev": 11.32,
  "relative_energy_kcal_mol": 21.8,
  "smiles": "[H]/N=C(/C)CC.Cl",
  "species": ["H", "Cl", "H", "C", "C", "H", "H", "H", "H", "H", "H", "C", "H", "N", "C", "H"],
  "coordinates": [[-0.487, 1.538, -1.080], [-2.752, -0.954, 2.205], [2.388, 1.711, -1.066], [0.316, 0.737, -0.948], [-0.709, -1.639, -0.430], [0.505, 0.284, -1.925], [0.481, 0.545, 1.625], [-1.731, -1.844, -0.024], [-1.563, -0.757, 1.906], [-0.025, -2.440, -0.178], [-0.933, -1.652, -1.544], [-0.185, -0.255, 0.049], [2.027, 0.999, 0.501], [-0.072, -0.285, 1.317], [1.546, 1.523, -0.385], [1.194, 2.487, -0.026]]
}

# 10
{
  "formula": "C4H10ClN2",
  "method": "ωB97M-V/def2-TZVPD",
  "charge": 1,
  "homo_lumo_gap_ev": 9.33,
  "relative_energy_kcal_mol": 55.6,
  "species": ["Cl", "H", "H", "H", "C", "C", "H", "N", "H", "H", "H", "N", "C", "C", "H", "H", "H"],
  "coordinates": [[1.721, 1.268, 1.162], [-2.246, 2.269, 0.014], [2.880, -1.383, 0.862], [-1.119, 1.822, -1.293], [-1.230, 1.922, -0.203], [2.401, -1.391, -0.116], [-0.542, 2.679, 0.176], [-1.075, 0.706, 0.519], [2.960, -0.716, -0.769], [2.437, -2.394, -0.530], [-1.661, -1.271, 0.717], [1.027, -0.948, -0.015], [-1.868, -0.404, 0.092], [0.691, 0.183, 0.489], [0.305, -1.552, -0.405], [-2.911, -0.131, 0.271], [-1.771, -0.660, -0.972]]
}

# 11
{
  "formula": "C4H10ClNSi2",
  "method": "ωB97M-V/def2-TZVPD",
  "charge": 0,
  "homo_lumo_gap_ev": 8.87,
  "relative_energy_kcal_mol": 67.9,
  "smiles": "[H]/N=[SiH]/C=C.C=C[SiH2]Cl",
  "species": ["H", "H", "C", "H", "H", "H", "H", "Si", "N", "C", "H", "Cl", "Si", "H", "H", "C", "C", "H"],
  "coordinates": [[0.986, -2.132, -0.423], [3.762, 0.061, 0.537], [-1.766, 1.262, 0.078], [0.203, -0.696, -2.605], [0.071, -1.912, 1.708], [-2.780, -0.986, -1.555], [1.274, -0.645, 2.117], [2.500, -0.113, -0.405], [0.025, -0.073, -1.819], [1.363, -1.499, 0.241], [-3.663, 1.182, 0.816], [1.735, 1.686, 0.102], [-1.516, -0.061, -1.210], [-2.633, 2.352, 1.623], [2.981, -0.532, -1.683], [0.873, -1.269, 1.454], [-2.716, 1.639, 0.918], [-0.700, 1.734, 0.105]]
}

# 12
{
  "formula": "C4H10CsN3",
  "method": "ωB97M-V/def2-TZVPD",
  "charge": 0,
  "homo_lumo_gap_ev": 3.41,
  "relative_energy_kcal_mol": 50.8,
  "species": ["H", "H", "H", "H", "H", "H", "N", "H", "N", "N", "H", "Cs", "H", "C", "H", "C", "C", "C"],
  "coordinates": [[1.602, -1.180, 1.181], [1.918, 1.285, 0.908], [-1.558, -0.943, -0.520], [0.842, 2.236, -0.206], [2.437, 1.547, -0.860], [-1.129, 0.676, 1.247], [-0.963, 0.788, -1.596], [-2.928, 0.099, -1.056], [-1.901, 0.910, 0.628], [0.139, -0.011, -1.768], [1.302, -2.092, -0.401], [1.770, -2.974, 1.764], [-2.804, 0.885, 1.102], [0.891, -1.235, 0.269], [-0.130, -1.569, 0.687], [0.829, 0.057, -0.588], [1.571, 1.394, -0.158], [-1.887, 0.127, -0.634]]
}

# 13
{
  "formula": "C4H10F2N2O4S2",
  "method": "ωB97M-V/def2-TZVPD",
  "charge": 0,
  "homo_lumo_gap_ev": [9.60, 9.61],
  "relative_energy_kcal_mol": 55.0,
  "species": ["C", "F", "O", "C", "H", "C", "N", "H", "H", "H", "O", "H", "S", "C", "H", "H", "F", "S", "H", "O", "N", "H", "H", "O"],
  "coordinates": [[-1.156, -2.164, 1.262], [3.314, -0.106, -0.257], [0.730, -2.787, -0.764], [0.022, -0.213, -2.103], [-0.218, 2.240, -0.726], [1.026, 2.034, 1.408], [-0.882, -0.734, -1.047], [-0.825, -1.402, 1.902], [-0.777, -2.998, 1.782], [-0.437, 0.640, -2.562], [-0.249, 1.587, 1.109], [-1.457, 3.155, 0.242], [1.697, 0.159, -0.176], [-0.944, 2.233, 0.026], [-1.796, 1.523, -0.304], [-2.190, -2.302, 0.868], [-2.170, -3.419, -1.106], [-0.456, -2.073, -0.451], [0.053, -0.916, -2.807], [1.946, 1.600, 0.418], [1.322, 0.185, -1.640], [1.183, 1.456, 2.408], [1.072, 3.092, 1.778], [1.190, -0.789, 0.741]]
}

# 14
{
  "formula": "C4H10F36HfO2P6",
  "method": "ωB97M-V/def2-TZVPD",
  "charge": -2,
  "homo_lumo_gap_ev": 10.90,
  "relative_energy_kcal_mol": 0.0,
  "species": ["F", "F", "O", "F", "F", "F", "O", "F", "Hf", "F", "F", "F", "C", "F", "F", "F", "F", "F", "F", "F", "P", "F", "F", "F", "H", "P", "P", "H", "H", "F", "F", "H", "F", "F", "H", "H", "F", "C", "F", "H", "F", "F", "C", "P", "C", "F", "P", "H", "F", "H", "F", "F", "H", "F", "F", "F", "F", "P", "F"],
  "coordinates": [[-8.338, -1.431, 19.167], [-7.895, -4.652, 20.122], [-9.412, -7.140, 20.686], [-13.832, -3.980, 18.737], [-7.811, -5.607, 16.885], [-10.363, -1.536, 18.088], [-8.822, -5.124, 22.272], [-11.134, -3.653, 22.279], [-10.145, -4.912, 20.445], [-11.662, -4.623, 18.512], [-8.949, -6.876, 15.305], [-12.133, -1.555, 22.012], [-8.286, -6.384, 22.637], [-10.662, -1.888, 23.689], [-14.261, -5.922, 19.934], [-10.016, -5.225, 16.509], [-9.184, -2.777, 20.850], [-6.473, -3.666, 18.599], [-11.080, -6.161, 22.190], [-11.310, -6.452, 24.447], [-9.739, -2.021, 19.468], [-10.285, -0.733, 20.184], [-13.412, -3.252, 22.754], [-9.413, -3.508, 18.762], [-10.173, -9.040, 20.828], [-9.128, -6.494, 16.856], [-6.187, -4.391, 19.948], [-9.059, -3.212, 23.048], [-8.906, -6.810, 23.435], [-10.448, -7.412, 16.988], [-12.656, -7.804, 21.884], [-7.559, -4.022, 23.436], [-9.368, -6.147, 18.518], [-13.420, -6.025, 17.837], [-7.343, -7.227, 20.875], [-10.703, -8.126, 19.458], [-12.882, -1.547, 24.213], [-9.828, -8.347, 20.059], [-11.155, -2.784, 19.841], [-8.288, -8.321, 21.934], [-6.031, -5.153, 21.404], [-10.806, -8.226, 23.127], [-8.637, -4.167, 23.325], [-12.032, -7.162, 23.219], [-8.251, -7.334, 21.469], [-11.913, -3.628, 24.423], [-13.080, -5.284, 19.153], [-9.112, -4.461, 24.261], [-12.557, -4.596, 20.568], [-7.314, -6.292, 23.126], [-6.385, -3.033, 20.773], [-6.091, -5.816, 19.238], [-9.030, -8.744, 19.437], [-12.848, -8.162, 24.164], [-4.606, -4.168, 19.863], [-8.257, -7.772, 17.332], [-11.899, -6.430, 19.558], [-12.067, -2.553, 23.241], [-13.177, -6.076, 23.231]]
}

Number 1: electronic energy -950.9277 hartree, largest force on an atom 9.2 eV/A. Number 2: electronic energy -15596.4133 hartree, largest force on an atom 4.0 eV/A. Number 3: electronic energy -2890.4596 hartree, largest force on an atom 8.2 eV/A. Number 4: electronic energy -1573.1504 hartree, largest force on an atom 6.4 eV/A. Number 5: electronic energy -158.1728 hartree, largest force on an atom 5.0 eV/A. Number 6: electronic energy -158.4016 hartree, largest force on an atom 0.3 eV/A. Number 7: electronic energy -207.9774 hartree, largest force on an atom 4.2 eV/A. Number 8: electronic energy -673.3394 hartree, largest force on an atom 2.5 eV/A. Number 9: electronic energy -673.3247 hartree, largest force on an atom 3.4 eV/A. Number 10: electronic energy -727.7809 hartree, largest force on an atom 5.3 eV/A. Number 11: electronic energy -1252.2420 hartree, largest force on an atom 5.7 eV/A. Number 12: electronic energy -342.4595 hartree, largest force on an atom 7.7 eV/A. Number 13: electronic energy -1564.7308 hartree, largest force on an atom 4.6 eV/A. Number 14: electronic energy -6001.8134 hartree, largest force on an atom 2.5 eV/A.